(1)
A 12-piece molecular cluster, C4H32N2O13 overall. Source: the Open Molecules 2025 dataset; level of theory: ωB97M-V with the def2-TZVPD basis set.

Computed properties:
Electronic energy: -34257.6994 eV
Total charge: +1
E_LUMO (alpha / beta): -3.2 / -7.9 eV
ΔE to the lowest compared entry with this formula, charge and spin: 1.021 eV
Multiplicity: 2

Structure (XYZ):
```
51
Properties=species:S:1:pos:R:3:forces:R:3
O -0.243464 -0.827767 -0.728969 -0.536 -0.319 -0.233
C 0.892291 -0.721447 -0.353545 0.190 0.363 0.827
O 1.336379 -1.388165 0.718623 0.629 0.677 -0.151
C 1.878492 0.247355 -1.012805 -0.612 -0.510 -0.968
C 2.484679 1.346803 -0.139552 0.851 0.925 -0.713
C 3.401636 0.836170 1.034263 0.339 -0.626 0.336
N 3.093026 1.640260 2.184111 -2.027 -0.361 -0.661
N 1.202725 0.962905 -2.084999 0.221 -0.651 0.764
H 0.595193 -1.456521 1.362935 -0.209 -0.481 0.066
H 2.711729 -0.342271 -1.424124 -0.192 0.016 0.064
H 3.171573 1.880021 -0.811233 -0.230 -0.010 0.119
H 1.745072 2.104498 0.124669 -0.225 -0.440 0.362
H 4.447802 0.858639 0.733719 0.149 0.942 -0.106
H 3.290316 -0.237531 1.183662 -0.640 0.206 0.708
H 2.318147 1.298323 2.786408 0.579 -0.677 0.180
H 2.780764 2.603808 2.025446 1.234 0.225 -0.307
H 1.023453 0.304719 -2.849992 0.261 0.450 -0.350
H 0.292292 1.239780 -1.718061 -0.030 0.283 -0.138
H 1.617490 0.347418 4.705265 -0.267 0.140 0.229
H 0.465178 1.364364 4.399327 0.130 -0.268 0.054
O 0.982144 0.629307 4.033296 0.215 0.117 -0.156
H 0.722389 -1.636789 -3.782866 0.207 0.255 -0.368
H -0.017740 -0.788671 -4.758585 0.233 0.251 -0.112
O 0.874938 -0.885133 -4.392109 -0.618 -0.727 0.609
H -1.452189 -2.532547 -1.950230 0.309 -0.333 -0.104
H -1.478997 -3.036507 -3.351824 0.032 -0.261 -0.034
O -1.035667 -3.211165 -2.511640 -0.213 0.721 0.048
H -0.048828 -0.884609 3.317044 -0.438 0.465 -0.333
H 0.130404 -2.328836 3.147124 -0.580 -0.262 -0.382
O -0.401537 -1.606828 2.761773 1.063 -0.271 0.801
H -3.470476 2.808001 1.484781 -0.465 -0.489 0.157
H -3.343776 1.750955 2.649534 -0.700 -0.343 -0.150
O -2.965704 2.527910 2.253384 1.216 0.861 0.053
H -3.190710 0.138799 0.708580 -0.847 0.094 -0.467
H -3.932531 0.321923 -0.643419 0.082 -0.045 0.064
O -3.583187 0.812387 0.112101 0.209 0.144 0.212
H -1.204319 0.386993 0.929196 0.330 -0.246 -0.281
H -1.354635 1.791051 1.280575 0.113 0.533 0.307
O -0.666074 1.182200 0.972955 -0.094 0.102 0.629
H 2.747300 -3.623796 -2.229173 0.314 -0.444 0.721
H 1.751310 -3.153209 -1.266546 -0.330 -0.217 0.501
O 2.572984 -3.656145 -1.264722 -0.053 0.610 -1.271
H -1.831559 -0.010335 -2.028679 0.233 -0.128 0.240
H -2.474394 0.661673 -3.172615 -0.216 -0.106 -0.058
O -2.397629 -0.216728 -2.777743 0.018 0.075 -0.200
H -1.660818 3.175762 -1.547793 0.040 0.190 -0.102
H -2.361499 2.111201 -0.688295 -0.312 -0.393 0.104
O -1.835395 2.235449 -1.484237 0.356 0.331 -0.444
H -2.805479 -2.048966 1.980868 -0.032 -0.094 0.294
H -1.930315 -1.465280 0.893705 0.281 -0.428 -0.210
O -2.842786 -1.509429 1.190413 0.032 0.154 -0.149
```
Positions in Å, forces in eV/Å.

Atom charges from the natural (NBO) analysis, given in e for atoms 1 to 2: -0.64 0.81

=====

(2)
A 12-piece molecular cluster, C4H32NO14 overall. Source: the Open Molecules 2025 dataset; level of theory: ωB97M-V with the def2-TZVPD basis set.

Computed properties:
Electronic energy: -34820.6656 eV
E_LUMO (alpha / beta): 0.1 / 0.0 eV
ΔE to the lowest compared entry with this formula, charge and spin: 0.000 eV
Multiplicity: 2

Structure (XYZ):
```
51
Properties=species:S:1:pos:R:3:forces:R:3
C 1.905212 -0.315438 0.482910 -2.512 0.081 2.480
O 1.305185 -1.197857 1.483369 1.025 -0.289 -0.491
C 0.893385 -0.318591 -0.649174 1.465 2.104 -1.684
C 1.391800 0.665939 -1.753356 -1.960 -0.388 -0.931
C 0.679978 0.383863 -3.086869 0.825 0.791 0.144
O 0.033763 1.497426 -3.431107 -0.803 0.570 -1.329
O 0.844094 -0.580176 -3.801820 -0.224 0.163 0.252
N -0.449972 0.269576 -0.234554 0.790 0.271 -0.508
H 1.834813 0.682330 1.057352 0.903 -1.087 -1.401
H 2.894169 -0.693182 0.214803 -0.088 0.594 -0.198
H 1.433658 -2.114278 1.146279 -0.397 0.234 0.544
H 0.761333 -1.310385 -1.105540 -0.238 0.361 0.617
H 2.414219 0.692051 -2.109219 0.343 -0.445 0.879
H 1.101730 1.693670 -1.453343 0.574 -0.556 -0.133
H -0.236017 1.572751 -4.384153 0.284 -0.677 1.028
H -0.699319 1.217720 -0.583495 0.461 -0.560 -0.674
H -0.472010 0.547786 0.752801 -0.397 -1.303 0.503
H -1.200306 -0.377596 -0.556961 -0.150 0.185 1.139
H -2.518784 -1.997744 0.535127 0.355 0.582 -0.126
H -2.336925 -2.440766 -0.852625 0.110 0.381 -0.495
O -2.469130 -1.609065 -0.374681 -0.344 -1.208 0.321
H -3.205990 0.076874 0.593771 -0.131 -0.056 0.203
H -2.692221 1.342323 1.378931 -0.358 -0.318 -0.320
O -2.828932 0.952424 0.495591 -0.037 0.824 0.262
H -1.787160 4.309203 -0.728183 -0.317 0.082 0.451
H -2.187695 3.960293 0.806251 0.235 0.170 -0.932
O -1.562230 3.799194 0.064023 0.001 -0.244 0.222
H 3.146983 -2.886428 -2.738468 -0.006 -0.219 0.168
H 2.076824 -1.848613 -3.074666 -0.360 -0.221 0.184
O 2.265351 -2.602892 -2.476305 0.373 0.382 -0.438
H -1.242944 2.510721 2.988143 0.028 0.526 -0.228
H -2.080164 2.323058 4.291593 -0.117 0.113 -0.356
O -2.105469 2.181516 3.329986 -0.167 -0.244 0.548
H 0.620890 -3.323825 -2.249182 -0.063 0.483 0.286
H -0.733890 -3.937537 -2.387608 -0.273 0.118 0.253
O -0.288351 -3.243383 -1.882859 0.272 -0.665 -0.558
H -1.508089 0.631028 3.174840 1.076 -0.332 -0.141
H -0.004699 -0.074545 2.911678 -0.066 0.485 0.335
O -0.962108 -0.125749 2.815592 -0.612 -0.515 -0.272
H -0.097061 3.740019 1.203167 0.081 -0.360 0.751
H 0.602933 3.721965 2.638727 0.211 0.183 -0.151
O 0.021459 3.223338 2.046838 0.059 -0.121 -0.371
H 4.496729 2.304650 -1.847404 -0.053 0.279 0.319
H 3.562193 2.813137 -0.688560 0.201 0.014 -0.188
O 3.710682 2.099313 -1.326959 0.278 0.024 0.000
H -1.167173 -1.878560 2.285848 -0.262 0.251 -0.320
H -2.263464 -2.728929 2.823553 -0.166 -0.273 -0.093
O -1.745577 -2.628617 2.015897 0.196 0.077 0.634
H -0.105448 -3.632857 1.458432 -0.398 0.074 -0.306
H 0.337838 -3.551380 -0.058863 -0.484 -0.216 0.288
O 0.615912 -3.793779 0.840471 0.834 -0.110 -0.165
```
Positions in Å, forces in eV/Å.

Atom charges from the natural (NBO) analysis, given in e for atoms 1 to 2: -0.12 -0.79

=====

(3)
A 13-piece molecular cluster, C4H32NO14S overall. Source: the Open Molecules 2025 dataset; level of theory: ωB97M-V with the def2-TZVPD basis set.

Computed properties:
Electronic energy: -45661.0880 eV
Total charge: -1
E_LUMO: 2.3 eV
ΔE to the lowest compared entry with this formula, charge and spin: 2.834 eV

Structure (XYZ):
```
52
Properties=species:S:1:pos:R:3:forces:R:3
O -2.629657 -0.829346 -1.182531 0.354 -0.274 -0.406
C -1.525057 -0.447259 -0.743720 -1.083 -0.082 0.921
O -1.440830 0.468675 0.142905 0.889 -0.112 -0.514
C -0.210027 -1.132591 -1.222480 -0.104 1.409 1.539
C 0.564377 0.016627 -1.858706 -0.350 1.102 -1.647
C 1.814000 -0.397625 -2.578432 2.117 0.542 0.848
S 2.700603 0.895906 -3.574217 -0.841 -0.643 -1.164
N 0.590944 -1.670415 -0.097198 -0.662 0.017 -2.731
H -0.491587 -1.923969 -1.919038 0.206 0.104 -0.114
H 0.740246 0.928819 -1.220365 0.542 -1.974 -0.298
H -0.043468 0.511490 -2.630977 -0.386 -0.330 0.109
H 2.617953 -0.592782 -1.862846 -0.326 -0.738 0.010
H 1.710715 -1.275272 -3.223460 -0.103 0.276 0.034
H 3.091782 1.735005 -2.641968 0.020 0.218 0.814
H 0.093284 -2.428119 0.340967 0.464 0.340 0.939
H 1.041345 -0.901388 0.353832 -0.359 -0.111 1.237
H -3.182850 0.911544 -2.421075 -0.009 -0.381 0.138
H -3.079232 2.395646 -2.153462 -0.030 -0.048 -0.113
O -3.308309 1.766651 -2.847967 0.043 0.264 0.091
H 3.586742 3.209989 1.087139 -0.343 -0.523 0.284
H 3.098720 2.011621 2.040370 -0.127 0.662 -0.552
O 3.709118 2.762873 1.934464 0.800 0.284 0.277
H 0.629690 1.654212 2.035660 0.100 -0.237 0.521
H 1.422351 1.388150 0.810246 0.332 -0.120 -0.284
O 1.500467 1.249578 1.758176 -0.781 -0.066 -0.394
H -0.272960 -0.923648 2.488025 -0.293 0.253 -0.153
H -1.412081 -0.899062 3.517120 0.294 0.044 -0.092
O -0.847618 -1.495586 3.009091 -0.202 -0.233 0.045
H -2.870034 -2.803120 0.170214 -0.737 0.164 -0.712
H -2.505563 -3.527996 1.350383 -0.630 -0.576 0.072
O -3.211141 -3.557909 0.673974 1.369 0.566 0.579
H 3.127617 -1.532990 0.255321 0.027 -0.411 -0.126
H 4.108865 -2.637834 0.597619 0.189 -0.147 0.115
O 3.455859 -2.389552 -0.058138 0.050 0.503 0.044
H 0.644833 -4.466241 -1.652889 0.259 0.271 0.105
H 1.624221 -3.328413 -1.217237 -0.034 0.369 0.208
O 1.394358 -4.250328 -1.082234 -0.244 -0.955 -0.222
H -2.627430 1.674835 0.566174 0.782 0.784 0.089
H -3.668098 2.292225 1.410945 -0.121 0.469 0.300
O -2.836572 2.561504 0.998387 -0.443 -1.280 -0.435
H 1.994273 0.184671 3.165816 0.215 -0.139 0.304
H 1.642949 -1.251670 3.290327 0.051 -0.265 0.389
O 2.133438 -0.570492 3.765153 -0.097 0.123 -0.470
H -3.663568 0.001917 0.880681 0.642 -0.924 -0.099
H -3.409620 -0.891468 2.200886 0.243 0.106 -0.859
O -3.949371 -0.219047 1.772032 -0.950 0.589 0.827
H -0.265582 3.307089 2.389127 -0.552 0.016 -0.073
H -1.513968 2.330661 2.141998 0.596 0.620 0.036
O -0.665512 2.466634 2.645819 -0.027 -0.316 0.063
H -0.934297 3.137990 -0.619647 0.022 0.189 0.017
H -0.065872 1.915309 -0.660001 -0.687 1.502 -0.132
O -0.056616 2.875045 -0.924587 -0.086 -0.904 0.634
```
Positions in Å, forces in eV/Å.

Atom charges from the natural (NBO) analysis, given in e for atoms 1 to 2: -0.77 0.77

=====

(4)
A 13-piece molecular cluster, C4H32NO14S overall. Source: the Open Molecules 2025 dataset; level of theory: ωB97M-V with the def2-TZVPD basis set.

Computed properties:
Electronic energy: -45657.9325 eV
Total charge: -1
E_LUMO: 2.3 eV
ΔE to the lowest compared entry with this formula, charge and spin: 5.990 eV

Structure (XYZ):
```
52
Properties=species:S:1:pos:R:3:forces:R:3
C -3.384868 0.498735 0.195654 0.101 -0.212 -1.716
N -2.456074 1.585195 -0.063474 -1.148 -0.857 5.857
C -1.364242 1.411969 0.884851 0.118 1.727 -2.028
C -0.793968 2.824762 1.025216 1.470 0.268 0.519
S 0.979963 3.118630 1.351421 -0.718 2.380 0.686
C -0.449806 0.304538 0.391596 0.452 -0.168 2.353
O -0.557974 0.016397 -0.800947 0.401 -0.571 -2.584
O 0.248503 -0.287731 1.239653 0.129 -0.014 0.072
H -3.673244 0.474062 1.273478 0.358 0.079 -0.822
H -2.927102 -0.529573 -0.118537 -1.263 1.521 0.428
H -4.252751 0.852205 -0.370955 -0.381 -1.248 -0.028
H -2.155266 1.892367 -0.906336 0.580 -0.057 -3.234
H -1.825211 1.082192 1.785744 0.125 -0.068 1.000
H -0.912882 3.512016 0.218465 -0.922 -0.239 -0.927
H -1.215970 3.277773 1.870631 -1.112 0.604 1.062
H 1.257831 1.936369 1.097520 1.210 -3.203 -0.643
H 3.439173 1.905174 -2.326359 0.697 0.147 -0.873
H 1.927990 1.684742 -2.468704 -1.290 -0.528 -1.735
O 2.621170 1.797350 -1.871742 0.836 0.212 2.608
H -2.153628 -2.609449 0.209881 0.423 0.683 -0.478
H -2.664984 -3.876647 -0.402269 -0.007 0.822 1.170
O -2.668449 -3.369207 0.449313 -1.210 -1.998 -0.033
H 2.234797 -2.245572 -1.201256 0.152 -0.875 0.760
H 1.942161 -0.793837 -1.228148 -0.080 -0.129 -0.312
O 2.359632 -1.493314 -1.759030 -0.328 0.836 -0.252
H 0.251880 -3.611432 1.833437 1.230 0.458 -0.594
H -1.241029 -3.948072 1.577082 1.041 0.159 1.275
O -0.513705 -3.923800 2.280382 -2.273 -0.588 -0.582
H 4.219082 -0.114266 0.206716 1.617 -0.993 -0.233
H 3.936409 0.265472 -1.068773 2.183 -1.555 -0.361
O 4.713747 -0.276100 -0.652057 -3.582 2.610 0.825
H -0.380526 -2.939828 -0.682025 0.889 -0.320 0.449
H -0.855289 -1.535367 -1.194828 -0.011 -1.882 0.027
O -1.049047 -2.564978 -1.234524 0.078 2.619 -1.104
H 0.086648 2.060791 -2.815415 -2.810 -0.559 -0.614
H -0.918889 1.083380 -2.302298 -0.213 -0.757 0.498
O -0.909421 1.811399 -2.936295 3.228 0.450 -0.014
H 2.573195 -2.741071 2.392283 5.091 -4.001 7.821
H 1.373237 -1.801612 2.095460 1.698 -0.912 -0.617
O 2.130085 -2.391110 1.776651 -6.842 5.026 -7.513
H -0.750309 -0.813388 3.760112 2.285 -0.307 -2.525
H -2.169796 -1.160775 4.066082 0.496 0.134 0.161
O -1.375326 -0.725082 4.415708 -2.758 0.197 2.231
H -0.608363 3.848285 -2.351554 -2.236 0.260 0.813
H -1.990553 3.485697 -1.660234 -0.581 -1.553 0.376
O -1.496486 4.177999 -2.029345 2.451 2.455 -1.090
H 3.193553 2.290360 1.773429 0.007 0.537 -0.592
H 2.594137 1.718933 3.010893 -1.438 0.027 0.867
O 3.366846 1.697422 2.488658 1.963 -0.747 -0.169
H -0.068873 -2.070176 -3.843303 2.566 -0.747 0.401
H 1.453342 -2.445277 -3.327502 0.362 0.456 1.951
O 0.880642 -2.346563 -4.054431 -3.037 0.418 -2.537
```
Positions in Å, forces in eV/Å.

Atom charges from the natural (NBO) analysis, given in e for atoms 1 to 2: -0.42 -0.63